(1)
The following is a DFT calculation (ωB97M-V/def2-TZVPD) of C5H10FN in the gas phase.

Geometry as XYZ:
```
17
Properties=species:S:1:pos:R:3:mulliken_charge:R:1
C -0.93919 -0.38048 -0.00880 0.83
C 0.49155 0.07845 -0.21446 0.44
C -1.53776 -0.22700 1.37183 -1.48
C 1.43440 -0.76101 -1.02999 -1.42
C 0.98841 1.23021 0.48851 -1.60
N -1.37596 0.54144 -1.01371 -0.49
F -1.06826 0.18463 -2.34508 -0.19
H -1.06173 -1.47028 -0.32093 0.38
H -0.70538 -0.02265 1.93239 0.46
H -1.91995 -1.24936 1.65074 0.31
H -2.33775 0.51201 1.48490 0.36
H 1.38660 -1.74382 -0.61309 0.35
H 2.35643 -0.31364 -1.17696 0.44
H 0.91552 -0.78180 -1.98578 0.36
H 1.21394 1.90365 -0.31993 0.35
H 1.87582 0.88724 0.97958 0.41
H 0.28331 1.61241 1.12078 0.50
```

Values from the calculation:
- Net charge: 0
- Energy relative to the best compared isomer or geometry (same formula, charge and spin): 4.9756 eV
- HOMO energy (spin up / spin down): -7.822 / -8.234 eV
- Largest force on an atom: 3.77 eV/A
- Lowest unoccupied orbital energy (spin up / spin down): 0.674 / 0.761 eV
- Frontier orbital gap (spin up / spin down): 8.496 / 8.996 eV


(2)
The following is a DFT calculation (ωB97M-V/def2-TZVPD) of C3H4N2O3 in the gas phase.

Geometry as XYZ:
```
12
Properties=species:S:1:pos:R:3:mulliken_charge:R:1
C -0.85635 -0.66550 -1.42062 -0.53
C 0.43925 1.58367 1.12186 0.16
C 0.38014 -0.55955 1.27615 0.45
H -1.08047 0.46768 -1.49548 0.22
H -0.88972 -1.33378 -2.29154 0.28
H -1.42554 -1.18482 -0.64502 0.27
H 0.54157 2.63189 1.15436 0.41
N 0.93279 -0.26802 -0.00196 0.31
N 0.10623 0.68862 1.94517 -0.48
O 0.62017 -0.79905 -1.17357 -0.28
O 1.03268 1.12643 -0.04606 -0.31
O 0.19925 -1.68756 1.57671 -0.49
```

Values from the calculation:
- Net charge: 0
- Energy relative to the best compared isomer or geometry (same formula, charge and spin): 4.6080 eV
- HOMO energy: -9.851 eV
- Largest force on an atom: 3.43 eV/A
- Structure (SMILES): COn1ocnc1=O
- Lowest unoccupied orbital energy: 0.382 eV
- Frontier orbital gap: 10.234 eV


(3)
The following is a DFT calculation (ωB97M-V/def2-TZVPD) of 9 unconnected molecules or ions with the total composition C17H46Cl6O14.

Geometry as XYZ:
```
83
Properties=species:S:1:pos:R:3:mulliken_charge:R:1
C -3.62672 3.77534 -2.50135 0.27
Cl -5.05807 3.48710 -3.54123 -0.11
Cl -4.17467 4.04551 -0.87812 -0.07
Cl -2.42484 2.46751 -2.65626 -0.03
Cl -2.87758 5.27082 -3.17533 -0.12
C 0.94979 1.17697 4.40789 -0.40
C 2.33501 0.85488 3.76152 -0.62
O 2.75035 1.75347 2.74522 -0.52
O -0.10177 1.10613 3.44368 -0.43
H 0.97472 2.08880 5.00460 0.37
H 0.81450 0.32950 5.07991 0.28
H 2.14578 -0.12069 3.31370 0.23
H 3.12794 0.65498 4.48222 0.46
H 2.33922 1.54322 1.90357 0.49
H -0.88962 1.57813 3.72314 0.28
C 2.88642 1.41574 -3.88634 -0.55
C 2.81794 2.49420 -2.78187 -0.10
O 3.81566 3.51719 -3.05939 -0.56
O 4.14081 0.73621 -3.68169 -0.57
H 2.84323 1.92315 -4.85007 0.34
H 2.03493 0.73793 -3.82604 0.28
H 2.97979 2.06789 -1.79184 0.11
H 1.80942 2.90719 -2.80248 0.30
H 4.02611 3.87232 -2.19267 0.36
H 4.73425 1.46990 -3.85812 0.33
C 4.53389 -0.42156 -0.31842 0.62
C 5.21351 -0.23837 1.07473 -0.54
O 6.21256 -1.13950 1.37533 -0.52
O 5.40981 0.01277 -1.37811 -0.60
H 3.58509 0.11332 -0.27595 -0.23
H 4.35405 -1.48653 -0.46532 0.02
H 4.40270 -0.24589 1.80316 0.20
H 5.70541 0.73269 1.13081 0.34
H 5.81461 -2.00893 1.28978 0.34
H 4.94318 0.05450 -2.21603 0.44
C -5.29373 -1.79154 -1.75398 -0.77
C -4.33798 -0.79302 -1.28817 0.17
O -3.96802 -0.99727 0.04698 -0.51
O -6.43382 -1.94815 -0.91676 -0.54
H -4.88599 -2.79896 -1.83726 0.27
H -5.57100 -1.39207 -2.72950 0.38
H -4.83312 0.17279 -1.38882 0.24
H -3.50217 -0.75686 -1.98688 0.15
H -3.61952 -1.86945 0.24557 0.42
H -6.07741 -2.20974 -0.06462 0.33
C -0.49512 -4.39707 0.12679 -0.55
C -1.34906 -3.41590 0.93083 -0.01
O -2.66126 -3.28179 0.38044 -0.54
O -0.69104 -5.73247 0.65073 -0.53
H 0.52368 -4.09612 0.37084 0.26
H -0.75400 -4.30338 -0.92788 0.32
H -0.80272 -2.47270 0.93468 0.04
H -1.46060 -3.82800 1.93374 0.27
H -2.89565 -4.17863 0.13075 0.25
H -1.54140 -6.07272 0.36314 0.33
C -0.81106 0.34058 -0.46301 -0.04
C 0.37337 1.33370 -0.72544 0.40
O 1.08901 1.50268 0.49122 -0.46
O -1.72289 0.73405 0.45938 -0.10
H -0.45816 -0.62929 -0.11244 -0.48
H -1.40299 0.08480 -1.34182 0.46
H -0.00252 2.28146 -1.11087 0.18
H 0.93503 0.93128 -1.56847 -0.38
H 0.42884 1.46274 1.18705 0.15
H -2.52116 0.20346 0.40628 0.22
C -3.38881 2.61836 5.14702 -0.46
C -3.60008 2.89367 3.60821 -0.62
O -3.47606 1.73968 2.71143 -0.40
O -2.10143 2.02452 5.30350 -0.43
H -4.23867 2.01350 5.46321 0.33
H -3.47778 3.53562 5.72913 0.37
H -2.87632 3.63065 3.26019 0.35
H -4.52199 3.47227 3.54974 0.39
H -2.90127 1.99387 1.98576 0.20
H -2.04193 1.99181 6.26110 0.26
Cl 2.89300 -4.43586 -5.08829 -0.21
C 2.19206 -3.08602 -4.21553 -0.33
C 2.54181 -3.01947 -2.74486 -0.72
Cl 1.52847 -1.91430 -1.86708 0.07
H 1.10830 -3.17017 -4.29604 0.30
H 2.43788 -2.20065 -4.80187 0.19
H 3.57603 -2.70603 -2.60257 0.30
H 2.54185 -3.98977 -2.24824 0.41
```

Values from the calculation:
- Net charge: 0
- Energy relative to the best compared isomer or geometry (same formula, charge and spin): 0.5887 eV
- HOMO energy: -9.584 eV
- Largest force on an atom: 3.29 eV/A
- Structure (SMILES): ClC(Cl)(Cl)Cl.ClCCCl.OCCO.OCCO.OCCO.OCCO.OCCO.OCCO.OCCO
- Lowest unoccupied orbital energy: -0.044 eV
- Frontier orbital gap: 9.540 eV


(4)
The following is a DFT calculation (ωB97M-V/def2-TZVPD) of a molecular structure, C4H8N2.

Geometry as XYZ:
```
14
Properties=species:S:1:pos:R:3:mulliken_charge:R:1
C 2.05580 -0.62847 -0.19620 -0.69
C -2.13732 0.42014 -0.26202 -1.05
C -0.73508 0.28942 0.23992 0.66
C 0.37094 1.08510 0.19621 -0.53
N 1.29770 0.22159 0.70521 -0.18
N -0.22197 -0.73070 0.97446 -0.50
H -0.44030 -1.67106 0.61340 0.25
H 0.48400 2.16230 0.15231 0.35
H 1.48136 -0.95707 -1.07275 0.30
H 2.43146 -1.49635 0.34800 0.24
H 2.92399 -0.05251 -0.53741 0.30
H -2.41723 -0.45302 -0.85951 0.28
H -2.84232 0.49337 0.57055 0.28
H -2.25105 1.31729 -0.87218 0.28
```

Values from the calculation:
- Net charge: 0
- Energy relative to the best compared isomer or geometry (same formula, charge and spin): 3.9139 eV
- HOMO energy: -7.768 eV
- Largest force on an atom: 3.31 eV/A
- Lowest unoccupied orbital energy: 0.816 eV
- Frontier orbital gap: 8.583 eV